# 1
The following is a quantum chemistry calculation of 2 unconnected molecules or ions with the total composition CH5Cl2PSi, from the Open Molecules 2025 dataset.

CARTESIAN COORDINATES (ANGSTROEM)
Cl1 3.83 -0.65 -0.95
Cl2 0.06 2.25 -0.31
P1 0.98 -0.51 1.66
Si1 -0.36 0.32 0.27
C1 -1.99 -0.09 -0.59
H1 4.60 0.20 -0.25
H2 -2.00 -1.13 -0.93
H3 -2.17 0.53 -1.40
H4 -0.06 -1.02 2.43
H5 -2.88 0.10 0.06

Output
strongest force on any atom	2.02	eV Å⁻¹
SMILES string	[H]/P=[Si](\C)Cl.Cl
multiplicity	1
Kohn-Sham gap	7.797	eV
relative energy (zero: lowest compared OMol25 entry of this formula, charge and spin)	2.571	eV

Löwdin population analysis, charges in e, atoms 1 to 8: atom 1 (Cl): 0.178, atom 2 (Cl): 0.214, atom 3 (P): 0.369, atom 4 (Si): -0.072, atom 5 (C): -0.290, atom 6 (H): -0.185, atom 7 (H): 0.028, atom 8 (H): -0.015

***

# 2
The following is a quantum chemistry calculation of 2 unconnected molecules or ions with the total composition CH5ClN2, from the Open Molecules 2025 dataset.

CARTESIAN COORDINATES (ANGSTROEM)
Cl1 -3.43 0.44 -0.24
N1 0.55 0.97 0.58
N2 0.61 0.15 -0.49
C1 0.80 -1.13 -0.48
H1 0.99 -1.66 0.35
H2 0.92 -1.57 -1.49
H3 -2.28 -0.06 0.17
H4 0.57 1.98 0.29
H5 1.27 0.87 1.32

Output
strongest force on any atom	4.74	eV Å⁻¹
SMILES string	C=NN.Cl
multiplicity	1
Kohn-Sham gap	10.195	eV
relative energy (zero: lowest compared OMol25 entry of this formula, charge and spin)	1.475	eV

Löwdin population analysis, charges in e, atoms 1 to 8: atom 1 (Cl): 0.225, atom 2 (N): -0.040, atom 3 (N): -0.159, atom 4 (C): -0.061, atom 5 (H): 0.012, atom 6 (H): 0.071, atom 7 (H): -0.250, atom 8 (H): 0.103

***

The LUMO level results, record by record, are as follows: -0.0109 0.0354 Eh.